The following is a quantum chemistry calculation of a 2-piece molecular cluster, C6H8BrN3 overall at a distorted geometry, from the Open Molecules 2025 dataset.

The geometry in XYZ format:
```
18
Properties=species:S:1:pos:R:3:forces:R:3
C 0.24935 1.45085 0.13841 -0.5 -0.4 1.5
C -0.80710 2.32172 0.13207 0.9 -4.2 -1.9
C -0.13277 0.12707 -0.35114 -1.0 0.4 -0.7
C -1.55268 0.29950 -0.73453 1.0 -0.4 -0.2
C 2.56885 -1.32553 1.73967 -0.1 0.2 -3.0
C 0.84219 -0.87218 -0.42041 -1.1 1.1 -0.5
N 3.47536 -1.12020 0.89957 1.2 -0.2 -0.7
N -1.86544 1.57277 -0.55745 -1.6 1.9 1.0
N -2.45641 -0.62011 -1.14489 -2.3 -0.2 -2.6
Br 0.16408 -2.51929 -1.08089 -0.3 -0.6 -0.2
H 1.17390 1.36745 0.72235 -0.2 1.2 -0.5
H -0.98914 3.25433 0.52262 -0.3 1.9 0.6
H 1.55212 -1.43860 1.43584 -0.9 -0.3 0.0
H 2.81632 -1.35296 2.71516 0.8 0.0 3.5
H 3.16622 -1.16055 -0.09311 -0.4 0.3 1.0
H -2.86292 1.92216 -0.62489 1.9 -0.6 0.1
H -2.03852 -1.49333 -1.45020 0.2 0.0 0.3
H -3.30339 -0.41309 -1.84820 2.7 0.1 2.4
```
Forces are in eV/Å.

For the calculated total energy, the calculation gives -2971.5562 Ha.